14 unconnected molecules or ions with the total composition C75H170N8O14. Source: OMol25; level of theory: wB97M-V/def2-TZVPD.

```
267
Properties=species:S:1:pos:R:3:mulliken_charge:R:1
O 4.303 -2.248 -1.759 -0.46
H 5.115 -2.497 -2.200 0.13
H 4.473 -2.415 -0.832 0.31
O -3.411 -1.156 -2.761 -0.76
H -3.446 -0.965 -1.823 0.08
H -2.572 -1.598 -2.886 0.35
O 2.979 -1.525 -3.940 -0.51
H 3.716 -1.599 -4.546 0.27
H 3.372 -1.619 -3.072 0.32
O 5.252 0.594 -1.537 -0.61
H 5.804 0.261 -2.244 0.24
H 4.534 -0.035 -1.476 0.43
O 1.720 -4.237 -4.735 -0.57
H 2.074 -3.348 -4.700 0.31
H 2.230 -4.725 -4.089 0.32
C 0.903 -3.402 -1.243 0.93
C -0.507 -2.807 -0.917 1.10
C -0.868 -2.867 0.603 -0.05
C -0.231 -1.792 1.367 1.46
C -0.464 -0.423 0.714 -1.27
C 0.034 -0.316 -0.778 3.11
N -0.578 -1.451 -1.486 2.13
O -0.507 -1.397 -2.879 -0.68
C -0.486 1.105 -1.255 -2.16
C 1.516 -0.293 -0.912 -0.50
C -1.643 -3.705 -1.401 -1.56
H 1.284 -3.160 -2.235 -0.53
H 0.766 -4.462 -1.030 0.08
H 1.584 -3.021 -0.481 -0.70
H -1.948 -2.830 0.742 -0.75
H -0.457 -3.835 0.890 0.18
H 0.824 -1.964 1.583 -0.77
H -0.724 -1.661 2.330 -0.80
H 0.013 0.344 1.325 0.64
H -1.540 -0.246 0.730 -0.78
H -0.067 1.968 -0.737 0.38
H -0.289 1.200 -2.323 0.38
H -1.575 1.153 -1.243 -0.24
H 2.096 0.630 -0.948 0.00
H 2.035 -0.901 -0.172 -0.05
H 1.812 -0.737 -1.863 -0.48
H -1.592 -3.799 -2.486 0.62
H -2.567 -3.154 -1.228 -0.33
H -1.558 -4.731 -1.043 0.27
H 0.443 -1.377 -3.014 0.24
C 0.776 3.812 -4.411 -1.90
C 1.872 3.197 -5.313 1.82
C 1.192 2.503 -6.561 -1.24
C 0.792 3.464 -7.657 -0.95
C 1.915 4.407 -8.014 -1.56
C 2.722 5.124 -6.878 1.58
N 2.900 4.146 -5.768 0.55
O 3.603 4.684 -4.707 -0.47
C 4.155 5.427 -7.374 -1.86
C 2.012 6.478 -6.476 -1.58
C 2.384 1.903 -4.545 -1.68
H 0.207 4.561 -4.961 0.54
H 1.230 4.204 -3.500 0.11
H 0.022 3.090 -4.097 0.46
H 1.821 1.758 -7.049 0.47
H 0.286 1.997 -6.230 0.45
H 0.067 4.224 -7.366 0.30
H 0.377 3.068 -8.584 0.44
H 1.631 5.194 -8.713 0.54
H 2.652 3.924 -8.656 0.51
H 4.839 4.596 -7.198 0.41
H 4.169 5.440 -8.463 0.44
H 4.586 6.351 -6.990 0.32
H 2.591 7.079 -5.774 0.39
H 1.781 7.020 -7.394 0.42
H 1.026 6.281 -6.056 0.33
H 1.606 1.139 -4.520 0.25
H 2.767 2.197 -3.568 -0.01
H 3.168 1.471 -5.167 0.61
H 4.259 4.001 -4.550 0.36
C 3.704 7.554 0.635 -1.87
C 3.596 6.022 1.000 2.02
C 3.525 5.321 -0.328 -1.23
C 3.681 3.806 -0.271 0.71
C 4.923 3.424 0.504 -1.90
C 5.106 4.126 1.844 1.94
N 4.835 5.525 1.636 0.51
O 5.201 6.243 2.736 -0.49
C 4.172 3.481 2.950 -1.90
C 6.545 3.706 2.282 -2.25
C 2.255 5.749 1.724 -1.86
H 3.694 8.194 1.517 0.39
H 2.940 7.800 -0.103 0.27
H 4.701 7.674 0.212 0.51
H 2.564 5.457 -0.826 -0.39
H 4.307 5.792 -0.923 0.72
H 3.830 3.384 -1.265 0.10
H 2.807 3.258 0.081 -0.46
H 5.780 3.425 -0.169 0.36
H 4.850 2.368 0.767 0.46
H 4.104 4.123 3.829 0.53
H 3.124 3.366 2.671 0.25
H 4.530 2.537 3.361 0.47
H 6.676 4.042 3.311 0.46
H 6.724 2.631 2.255 0.37
H 7.379 4.044 1.668 0.47
H 2.460 5.800 2.794 0.45
H 1.807 4.773 1.538 0.09
H 1.454 6.454 1.504 0.80
H 6.075 6.559 2.493 0.35
C -5.520 -3.023 -0.292 -1.39
C -5.800 -1.589 0.297 1.20
C -4.538 -1.151 1.006 0.94
C -4.712 0.260 1.566 -0.60
C -4.974 1.230 0.419 -0.47
C -6.175 0.858 -0.547 1.59
N -6.021 -0.582 -0.821 1.03
O -7.064 -0.935 -1.569 -0.64
C -7.518 1.355 0.062 -1.90
C -5.918 1.604 -1.863 -1.95
C -6.963 -1.782 1.286 -1.93
H -4.641 -2.902 -0.925 0.21
H -6.283 -3.455 -0.939 0.38
H -5.366 -3.737 0.517 0.27
H -4.146 -1.839 1.756 0.17
H -3.705 -1.128 0.304 -1.04
H -3.817 0.515 2.133 -0.16
H -5.491 0.257 2.328 0.68
H -4.044 1.437 -0.110 -0.39
H -5.133 2.183 0.926 0.56
H -7.521 1.274 1.149 0.33
H -7.758 2.385 -0.200 0.47
H -8.433 0.876 -0.286 0.34
H -5.863 2.679 -1.694 0.31
H -5.005 1.339 -2.396 0.25
H -6.724 1.436 -2.578 0.52
H -6.902 -2.520 2.086 0.21
H -7.813 -2.109 0.687 0.50
H -7.381 -0.912 1.794 0.28
H -6.743 -0.947 -2.474 0.37
C -1.719 2.804 3.931 -1.12
C -1.054 3.379 5.170 2.01
C -1.686 2.713 6.463 -1.53
C -1.168 1.253 6.647 0.30
C 0.382 1.244 6.659 -1.60
C 1.078 1.883 5.392 2.20
N 0.438 3.202 5.158 -0.45
O 0.989 3.799 3.996 0.18
C 2.515 2.152 5.903 -1.58
C 0.982 0.909 4.247 -1.04
C -1.503 4.869 5.248 -2.13
H -1.097 2.939 3.046 0.27
H -2.743 3.119 3.729 0.83
H -1.802 1.720 3.853 -0.64
H -1.709 3.351 7.346 0.31
H -2.747 2.690 6.214 0.54
H -1.552 0.585 5.877 -0.52
H -1.630 0.884 7.563 0.52
H 0.622 0.183 6.598 0.49
H 0.713 1.561 7.648 0.40
H 3.030 1.254 6.243 0.42
H 3.086 2.369 5.000 -0.01
H 2.650 2.939 6.646 0.46
H 1.341 1.403 3.344 -0.05
H 1.534 -0.020 4.389 0.67
H -0.023 0.566 3.999 -0.33
H -1.394 5.385 4.294 0.35
H -1.029 5.416 6.062 0.47
H -2.572 5.018 5.404 0.43
H 1.234 4.679 4.290 0.27
C -3.756 4.906 -0.546 -1.49
C -2.606 5.698 0.117 1.89
C -1.247 5.017 0.025 -0.83
C -0.679 5.169 -1.456 0.17
C -0.567 6.662 -1.671 -1.97
C -1.849 7.618 -1.512 2.10
N -2.527 7.146 -0.309 0.60
O -3.637 7.898 -0.031 -0.52
C -1.296 9.050 -1.392 -1.98
C -2.722 7.417 -2.741 -1.75
C -2.847 5.607 1.654 -1.81
H -3.469 4.559 -1.539 0.32
H -4.686 5.472 -0.602 0.44
H -3.959 4.013 0.044 -0.10
H -0.497 5.442 0.691 0.14
H -1.458 4.009 0.382 0.36
H -1.343 4.666 -2.159 0.46
H 0.317 4.728 -1.505 -0.16
H -0.185 6.690 -2.692 0.67
H 0.270 6.966 -1.041 -0.06
H -0.867 9.243 -0.409 0.42
H -0.412 9.302 -1.978 0.37
H -2.057 9.819 -1.524 0.40
H -2.372 8.021 -3.579 0.44
H -2.713 6.401 -3.136 0.29
H -3.774 7.515 -2.474 0.34
H -3.747 6.144 1.952 0.55
H -2.062 6.036 2.276 0.54
H -2.963 4.558 1.928 -0.17
H -3.367 8.376 0.756 0.36
C -5.253 -4.627 5.800 -2.15
C -4.087 -4.428 4.808 1.85
C -3.825 -2.902 4.805 -1.81
C -2.533 -2.540 4.059 1.50
C -1.362 -3.293 4.708 -1.63
C -1.508 -4.842 4.803 1.88
N -2.891 -5.151 5.324 0.37
O -3.182 -6.488 5.512 -0.47
C -1.189 -5.341 3.349 -1.32
C -0.467 -5.351 5.862 -1.95
C -4.544 -4.864 3.390 -0.97
H -6.238 -4.239 5.543 0.37
H -4.961 -4.423 6.830 0.44
H -5.583 -5.665 5.846 0.53
H -4.691 -2.450 4.321 0.23
H -3.939 -2.520 5.820 0.47
H -2.314 -1.472 4.034 -0.25
H -2.736 -2.721 3.004 -0.81
H -1.332 -2.889 5.720 0.57
H -0.363 -3.049 4.346 0.61
H -1.920 -5.044 2.596 0.22
H -0.224 -5.010 2.965 0.04
H -1.205 -6.431 3.359 0.58
H 0.557 -5.177 5.534 0.33
H -0.638 -4.873 6.827 0.42
H -0.559 -6.427 6.012 0.43
H -4.301 -5.900 3.153 0.34
H -3.939 -4.361 2.635 -0.38
H -5.608 -4.782 3.168 0.39
H -3.365 -6.420 6.452 0.38
C 1.237 -7.564 -0.493 -1.92
C 1.828 -8.518 -1.568 1.64
C 0.844 -9.785 -1.625 -1.10
C 1.094 -10.621 -2.885 -0.66
C 0.963 -9.773 -4.147 -1.15
C 2.074 -8.575 -4.111 1.33
N 1.870 -7.811 -2.882 0.01
O 2.359 -6.463 -2.840 -0.03
C 3.450 -9.276 -4.307 -1.56
C 1.666 -7.697 -5.271 -1.85
C 3.264 -8.873 -1.056 -1.71
H 1.882 -6.708 -0.292 -0.16
H 1.114 -8.071 0.464 0.55
H 0.235 -7.344 -0.861 0.51
H 1.003 -10.461 -0.786 0.39
H -0.176 -9.426 -1.494 0.45
H 0.377 -11.432 -2.760 0.41
H 2.095 -11.042 -2.797 0.24
H -0.054 -9.391 -4.229 0.44
H 1.096 -10.385 -5.039 0.44
H 3.571 -10.326 -4.040 0.30
H 3.748 -9.250 -5.356 0.43
H 4.220 -8.767 -3.729 0.30
H 2.436 -6.929 -5.352 0.37
H 1.597 -8.253 -6.206 0.48
H 0.718 -7.188 -5.097 0.40
H 3.301 -9.318 -0.062 0.43
H 3.967 -8.041 -1.000 0.21
H 3.702 -9.693 -1.626 0.38
H 3.277 -6.740 -2.892 0.28
C 4.779 -5.691 1.270 -1.68
C 4.064 -4.509 0.692 1.02
C 2.869 -4.121 1.526 -0.81
O 4.868 -3.385 0.532 -0.67
H 5.622 -5.932 0.622 0.53
H 4.153 -6.582 1.317 0.28
H 5.258 -5.479 2.226 0.41
H 3.767 -4.800 -0.316 -0.19
H 3.036 -4.284 2.590 0.76
H 2.050 -4.790 1.259 -0.08
H 2.559 -3.081 1.425 0.00
H 5.692 -3.752 0.202 0.41
```

Kohn-Sham gap: 7.5 eV
Lowest unoccupied orbital energy: -0.39 eV
Net charge: 0
Strongest force on any atom: 0.070 Eh/bohr